{
  "formula": "C14H19NO3",
  "method": "wB97M-V/def2-TZVPD",
  "elements": ["C", "C", "C", "C", "O", "C", "O", "C", "C", "C", "C", "C", "N", "C", "O", "C", "C", "C", "H", "H", "H", "H", "H", "H", "H", "H", "H", "H", "H", "H", "H", "H", "H", "H", "H", "H", "H"],
  "coordinates": [[-3.87, 0.70, 2.03], [-5.18, 0.78, 1.27], [-5.23, -0.13, 0.04], [-4.20, 0.22, -1.04], [-2.95, -0.38, -0.73], [-1.85, 0.37, -0.80], [-1.85, 1.54, -1.12], [-0.62, -0.38, -0.42], [-0.67, -1.70, 0.03], [0.51, -2.33, 0.37], [1.73, -1.68, 0.27], [1.78, -0.36, -0.17], [2.97, 0.35, -0.30], [4.25, -0.04, -0.03], [4.56, -1.15, 0.36], [5.26, 1.07, -0.26], [5.20, 2.09, 0.88], [0.59, 0.28, -0.52], [-3.62, -0.34, 2.26], [-3.94, 1.25, 2.97], [-3.05, 1.13, 1.46], [-5.36, 1.81, 0.96], [-6.00, 0.49, 1.93], [-6.22, -0.06, -0.41], [-5.07, -1.17, 0.34], [-4.52, -0.17, -2.01], [-4.06, 1.30, -1.12], [-1.62, -2.20, 0.10], [0.49, -3.35, 0.72], [2.64, -2.19, 0.54], [2.85, 1.30, -0.62], [6.25, 0.62, -0.29], [5.07, 1.56, -1.21], [5.39, 1.60, 1.83], [4.22, 2.56, 0.94], [5.94, 2.86, 0.73], [0.60, 1.31, -0.86]],
  "lumo_ev": 0.589,
  "spin_multiplicity": 1,
  "smiles": "CCCCOC(=O)c1cccc(NC(=O)CC)c1",
  "charge": 0,
  "homo_ev": -8.7073,
  "homo_lumo_gap_ev": 9.296
}


{
  "formula": "C14H19NO6",
  "method": "wB97M-V/def2-TZVPD",
  "elements": ["C", "C", "O", "C", "C", "N", "C", "C", "C", "O", "C", "C", "C", "O", "C", "C", "C", "O", "O", "C", "O", "H", "H", "H", "H", "H", "H", "H", "H", "H", "H", "H", "H", "H", "H", "H", "H", "H", "H", "H"],
  "coordinates": [[1.92, 0.37, 3.73], [1.32, -0.38, 2.57], [0.65, 0.58, 1.73], [-0.18, -0.05, 0.87], [-1.57, 0.17, 1.10], [-1.99, 1.05, 2.05], [-2.51, -0.47, 0.32], [-2.14, -1.33, -0.69], [-0.78, -1.55, -0.96], [-0.46, -2.33, -2.05], [0.38, -3.47, -1.80], [1.38, -3.68, -2.95], [0.23, -0.88, -0.21], [1.57, -1.03, -0.52], [2.05, -0.30, -1.67], [2.05, 1.23, -1.54], [-3.39, -1.84, -1.34], [-3.65, -3.19, -1.07], [-4.45, -1.23, -0.63], [-3.95, -0.37, 0.29], [-4.60, 0.29, 1.09], [2.39, -0.31, 4.50], [1.17, 0.96, 4.26], [2.69, 1.04, 3.36], [0.66, -1.17, 2.95], [2.09, -0.91, 1.99], [-1.32, 1.73, 2.38], [-3.00, 1.28, 2.06], [-0.23, -4.37, -1.69], [0.94, -3.39, -0.84], [2.04, -4.55, -2.74], [0.81, -3.88, -3.87], [2.02, -2.81, -3.08], [1.39, -0.50, -2.53], [3.04, -0.63, -1.93], [1.01, 1.60, -1.57], [2.65, 1.71, -2.32], [2.50, 1.47, -0.54], [-3.36, -1.64, -2.45], [-4.49, -3.27, -0.59]],
  "lumo_ev": 0.467,
  "spin_multiplicity": 1,
  "smiles": "CCOc1c(N)c2c(c(OCC)c1OCC)[C@@H](O)OC2=O",
  "charge": 0,
  "homo_ev": -7.8539,
  "homo_lumo_gap_ev": 8.321
}


{
  "formula": "C14H19NOS",
  "method": "wB97M-V/def2-TZVPD",
  "elements": ["C", "C", "C", "O", "C", "C", "C", "C", "C", "C", "C", "N", "C", "C", "S", "C", "C", "H", "H", "H", "H", "H", "H", "H", "H", "H", "H", "H", "H", "H", "H", "H", "H", "H", "H", "H"],
  "coordinates": [[-5.21, -1.45, 0.36], [-4.03, -1.49, -0.24], [-2.74, -1.79, 0.46], [-1.62, -1.17, -0.13], [-1.46, 0.18, -0.02], [-2.39, 1.03, 0.58], [-2.14, 2.39, 0.66], [-0.97, 2.92, 0.15], [-0.05, 2.08, -0.45], [-0.28, 0.72, -0.55], [0.76, -0.16, -1.20], [2.06, 0.04, -0.58], [3.13, -0.57, -1.35], [4.49, -0.09, -0.86], [4.81, -0.66, 0.83], [3.30, 0.07, 1.53], [2.07, -0.42, 0.79], [-6.12, -1.26, -0.19], [-5.31, -1.61, 1.42], [-3.94, -1.32, -1.30], [-2.52, -2.86, 0.37], [-2.80, -1.54, 1.53], [-3.31, 0.64, 0.98], [-2.87, 3.03, 1.13], [-0.78, 3.98, 0.21], [0.87, 2.47, -0.86], [0.84, 0.12, -2.25], [0.44, -1.21, -1.14], [3.01, -0.27, -2.40], [3.09, -1.67, -1.30], [5.29, -0.50, -1.48], [4.54, 1.00, -0.86], [3.27, -0.23, 2.58], [3.39, 1.15, 1.46], [1.18, -0.02, 1.29], [2.02, -1.53, 0.85]],
  "lumo_ev": 0.911,
  "spin_multiplicity": 1,
  "smiles": "C=CCOc1ccccc1CN1CCSCC1",
  "charge": 0,
  "homo_ev": -8.4025,
  "homo_lumo_gap_ev": 9.313
}


{
  "formula": "C14H20BBa2Br10O8",
  "method": "wB97M-V/def2-TZVPD",
  "elements": ["Ba", "Ba", "O", "C", "O", "B", "O", "C", "O", "O", "C", "O", "C", "O", "O", "Br", "C", "C", "Br", "H", "H", "H", "H", "Br", "C", "C", "Br", "H", "H", "H", "H", "Br", "C", "C", "Br", "H", "H", "H", "H", "Br", "C", "C", "Br", "H", "H", "H", "H", "Br", "C", "C", "Br", "H", "H", "H", "H"],
  "coordinates": [[10.91, -9.39, 15.91], [1.69, -22.96, 14.73], [11.10, -15.22, 16.18], [10.59, -16.35, 16.24], [9.31, -16.69, 16.06], [9.19, -18.15, 16.07], [10.54, -18.63, 16.37], [11.32, -17.65, 16.64], [12.47, -17.65, 17.07], [8.74, -18.59, 14.75], [7.55, -19.16, 14.85], [6.83, -19.67, 14.01], [7.24, -19.21, 16.35], [8.14, -18.54, 17.07], [6.20, -19.74, 16.82], [13.38, -25.40, 10.86], [13.33, -25.27, 12.88], [12.56, -24.01, 13.20], [10.70, -24.48, 12.46], [14.33, -25.30, 13.29], [12.95, -26.23, 13.24], [12.97, -23.23, 12.57], [12.51, -23.65, 14.23], [10.27, -16.79, 8.75], [8.31, -16.74, 8.63], [7.83, -18.07, 8.00], [5.79, -18.18, 8.25], [8.01, -15.92, 7.99], [7.96, -16.49, 9.63], [8.36, -18.89, 8.48], [8.10, -18.12, 6.95], [11.49, -23.31, 21.58], [9.65, -23.21, 20.85], [8.64, -24.00, 21.69], [6.84, -23.44, 21.02], [9.58, -23.52, 19.81], [9.38, -22.16, 20.75], [8.69, -23.78, 22.76], [8.79, -25.07, 21.56], [17.81, -12.43, 18.46], [18.91, -13.94, 19.07], [19.19, -13.81, 20.63], [20.24, -15.46, 21.00], [19.82, -14.03, 18.48], [18.42, -14.89, 18.86], [18.20, -13.91, 21.07], [19.62, -12.87, 20.96], [4.91, -15.56, 20.83], [3.66, -17.13, 20.96], [2.46, -16.76, 20.11], [1.31, -18.32, 19.83], [3.34, -17.31, 21.98], [4.18, -18.01, 20.58], [2.57, -16.28, 19.14], [1.88, -16.02, 20.65]],
  "lumo_ev": -10.351,
  "spin_multiplicity": 1,
  "charge": 3,
  "homo_ev": -12.6300,
  "homo_lumo_gap_ev": 2.279
}


{
  "formula": "C14H20BN3Pb",
  "method": "wB97M-V/def2-TZVPD",
  "elements": ["C", "C", "H", "H", "H", "H", "H", "H", "C", "C", "C", "C", "H", "H", "H", "H", "N", "C", "C", "N", "C", "C", "C", "H", "H", "C", "H", "H", "Pb", "C", "H", "H", "H", "B", "C", "N", "H", "H", "H"],
  "coordinates": [[2.31, -2.84, -0.76], [-0.91, -2.53, -3.04], [3.23, -2.46, -1.24], [1.99, -3.63, -1.45], [2.51, -3.41, 0.15], [-0.80, -2.16, -4.09], [-0.30, -3.44, -3.09], [-1.90, -2.91, -2.90], [2.47, 0.98, 0.46], [3.18, 2.10, 0.94], [2.56, 3.36, 0.90], [1.25, 3.43, 0.40], [2.92, -0.02, 0.49], [4.20, 1.96, 1.33], [3.07, 4.25, 1.24], [0.73, 4.37, 0.35], [1.23, 1.07, -0.04], [0.60, 2.26, -0.04], [-0.81, 2.27, -0.46], [-1.33, 1.10, -0.92], [-2.62, 1.04, -1.24], [-2.97, 3.37, -0.73], [-3.48, 2.15, -1.19], [-3.00, 0.05, -1.56], [-4.53, 2.03, -1.50], [-1.62, 3.42, -0.37], [-1.18, 4.34, 0.01], [-3.60, 4.25, -0.66], [0.40, -1.88, -1.38], [-1.71, -2.26, -0.16], [-2.64, -2.17, -0.74], [-1.73, -1.45, 0.59], [-1.70, -3.21, 0.40], [0.71, -2.24, 3.94], [0.74, -2.28, 2.39], [0.63, -2.23, 1.23], [0.96, -1.09, 4.24], [1.55, -3.04, 4.31], [-0.42, -2.58, 4.22]],
  "lumo_ev": [-2.070, -2.070],
  "spin_multiplicity": 1,
  "charge": 0,
  "homo_ev": [-8.2799, -8.2802],
  "homo_lumo_gap_ev": [6.209, 6.210]
}


{
  "formula": "C14H20BrCl2F3GaNO12P",
  "method": "wB97M-V/def2-TZVPD",
  "elements": ["C", "C", "Cl", "C", "Cl", "Ga", "Br", "C", "C", "N", "P", "O", "O", "O", "H", "H", "H", "H", "H", "H", "H", "H", "H", "H", "H", "C", "C", "O", "C", "O", "O", "F", "H", "H", "H", "C", "C", "O", "C", "O", "O", "F", "H", "H", "H", "C", "C", "O", "C", "O", "O", "F", "H", "H", "H"],
  "coordinates": [[2.72, 0.22, 1.97], [1.40, 0.86, 2.23], [1.54, 2.35, 3.16], [0.17, 0.47, 1.91], [0.07, -1.05, 1.02], [-1.62, 1.34, 2.32], [-2.01, 0.90, 4.64], [-2.97, 0.73, 0.97], [-4.45, 0.87, 1.30], [-4.83, 0.18, 2.54], [-1.66, 3.71, 2.14], [-3.04, 4.19, 1.89], [-0.60, 4.34, 1.06], [-1.03, 4.49, 3.43], [3.14, -0.17, 2.90], [3.42, 0.95, 1.57], [2.62, -0.61, 1.28], [-2.78, 1.35, 0.09], [-2.73, -0.30, 0.69], [-4.71, 1.92, 1.38], [-5.04, 0.47, 0.45], [-5.07, -0.78, 2.37], [-5.63, 0.63, 2.98], [-0.60, 3.78, 0.27], [-1.71, 4.48, 4.11], [0.96, -4.64, -0.83], [2.16, -5.39, -1.38], [3.23, -4.53, -1.06], [2.86, -3.77, 0.02], [3.62, -3.12, 0.66], [1.54, -3.90, 0.24], [2.10, -5.55, -2.73], [0.57, -3.95, -1.58], [0.17, -5.28, -0.47], [2.33, -6.37, -0.92], [0.09, 7.45, 3.18], [-1.23, 7.62, 2.46], [-1.23, 9.01, 2.14], [0.06, 9.42, 2.07], [0.41, 10.46, 1.62], [0.88, 8.48, 2.58], [-2.29, 7.37, 3.26], [-0.03, 7.67, 4.24], [0.54, 6.48, 3.04], [-1.32, 7.03, 1.55], [2.33, -6.04, -6.69], [2.36, -7.33, -7.50], [1.87, -8.28, -6.57], [1.09, -7.63, -5.66], [0.37, -8.17, -4.89], [1.26, -6.30, -5.77], [3.61, -7.67, -7.88], [3.26, -5.92, -6.13], [2.12, -5.15, -7.27], [1.71, -7.33, -8.38]],
  "lumo_ev": 1.662,
  "spin_multiplicity": 1,
  "charge": -1,
  "homo_ev": -5.5161,
  "homo_lumo_gap_ev": 7.178
}


{
  "formula": "C14H20Cl6O9",
  "method": "wB97M-V/def2-TZVPD",
  "elements": ["C", "C", "C", "O", "C", "O", "O", "H", "H", "H", "H", "H", "H", "C", "C", "C", "O", "C", "O", "O", "H", "H", "H", "H", "H", "H", "C", "C", "C", "O", "C", "O", "O", "H", "H", "H", "H", "H", "H", "Cl", "C", "Cl", "Cl", "H", "Cl", "C", "Cl", "Cl", "H"],
  "coordinates": [[-0.97, -1.27, -3.25], [-0.35, -2.11, -2.15], [0.95, -1.56, -1.64], [0.83, -1.51, -0.21], [-0.56, -1.67, 0.09], [-0.99, -1.43, 1.20], [-1.29, -1.93, -1.01], [-1.14, -0.24, -2.95], [-1.95, -1.70, -3.46], [-0.36, -1.29, -4.15], [-0.38, -3.14, -2.47], [1.02, -0.54, -2.00], [1.66, -2.27, -2.00], [0.29, 5.06, 1.20], [-0.32, 5.87, 0.17], [-0.05, 7.42, 0.12], [0.19, 7.75, -1.28], [0.32, 6.61, -1.93], [0.65, 6.58, -3.09], [0.06, 5.52, -1.14], [-0.08, 5.40, 2.17], [1.39, 5.29, 1.22], [0.10, 4.04, 1.06], [-1.45, 5.75, 0.10], [0.91, 7.65, 0.65], [-0.78, 8.11, 0.59], [0.91, -6.52, 2.93], [0.01, -6.45, 1.76], [-0.74, -5.08, 1.43], [-0.17, -4.58, 0.18], [0.72, -5.57, -0.26], [1.38, -5.37, -1.22], [0.76, -6.64, 0.53], [0.32, -6.78, 3.86], [1.37, -5.58, 3.09], [1.58, -7.32, 2.72], [-0.66, -7.31, 1.72], [-0.70, -4.35, 2.20], [-1.78, -5.24, 1.26], [-1.82, 2.56, -2.94], [0.01, 2.85, -2.82], [0.72, 1.98, -4.22], [0.63, 2.20, -1.35], [0.16, 3.92, -2.85], [1.60, 0.49, 3.37], [-0.19, 0.51, 3.55], [-0.74, 2.17, 3.70], [-0.64, -0.37, 4.95], [-0.45, 0.12, 2.56]],
  "lumo_ev": 0.449,
  "spin_multiplicity": 1,
  "smiles": "C[C@H]1COC(=O)O1.C[C@H]1COC(=O)O1.C[C@H]1COC(=O)O1.ClC(Cl)Cl.ClC(Cl)Cl",
  "charge": 0,
  "homo_ev": -10.8067,
  "homo_lumo_gap_ev": 11.255
}


{
  "formula": "C14H20ClI2O4PPtS2",
  "method": "wB97M-V/def2-TZVPD",
  "elements": ["Pt", "I", "C", "I", "H", "H", "Cl", "C", "C", "C", "C", "O", "C", "C", "O", "C", "H", "H", "H", "H", "C", "C", "C", "O", "P", "S", "S", "O", "C", "C", "C", "H", "H", "H", "H", "H", "H", "H", "H", "H", "H", "H", "H", "H", "H"],
  "coordinates": [[0.90, -1.07, -0.63], [1.03, -0.77, 1.98], [2.94, -1.73, 1.99], [4.32, -0.93, 0.59], [2.76, -2.77, 1.75], [3.35, -1.62, 2.99], [-0.98, -6.09, -5.42], [-0.33, -4.75, -4.53], [-0.07, -3.54, -5.20], [0.45, -2.47, -4.52], [0.72, -2.53, -3.13], [1.27, -1.50, -2.57], [0.44, -3.76, -2.47], [0.73, -3.99, -1.10], [1.03, -3.16, -0.22], [-0.07, -4.86, -3.20], [-0.28, -3.46, -6.25], [0.65, -1.53, -5.03], [0.69, -5.04, -0.77], [-0.26, -5.80, -2.69], [-3.16, 2.54, 1.53], [-2.81, 1.11, 1.16], [-2.55, 0.26, 2.39], [-1.66, 0.97, 0.29], [-0.59, 2.08, -0.13], [-1.21, 3.69, -1.00], [0.73, 1.08, -1.34], [0.08, 2.35, 1.32], [1.00, 3.47, 1.47], [0.28, 4.55, 2.24], [2.24, 2.95, 2.17], [-4.01, 2.52, 2.20], [-3.41, 3.14, 0.66], [-2.32, 3.02, 2.05], [-3.63, 0.68, 0.57], [-1.74, 0.69, 2.97], [-2.29, -0.76, 2.10], [-3.45, 0.22, 3.01], [1.26, 3.83, 0.47], [-0.01, 4.19, 3.22], [-0.61, 4.88, 1.69], [0.94, 5.42, 2.37], [1.98, 2.51, 3.13], [2.94, 3.78, 2.34], [2.74, 2.20, 1.56]],
  "lumo_ev": -0.850,
  "spin_multiplicity": 1,
  "charge": 0,
  "homo_ev": -7.9940,
  "homo_lumo_gap_ev": 7.144
}